Record 1
ORCA calculation (the ωB97M-V functional and the def2-TZVPD basis) on C27H29F6OS4Sr as an isolated structure.

The geometry in XYZ format:
```
68
Properties=species:S:1:pos:R:3:forces:R:3
Sr -0.6886 0.8108 -0.0152 1.3 0.6 -0.4
C -0.1704 -4.3564 1.1243 0.1 0.0 -0.1
C 0.1045 -3.3076 2.2028 0.0 0.0 0.1
S -0.5654 -1.6268 2.1020 -0.1 0.1 0.1
C -2.3287 -1.9214 2.4843 0.0 -0.1 -0.2
C -3.1209 -0.6435 2.8543 0.5 -0.2 0.1
S -2.3411 0.9423 2.4171 -0.7 0.3 -0.3
C -3.1867 1.2003 0.7628 -0.1 -0.7 0.5
C -3.0769 -0.1022 -0.0842 -0.3 0.3 -0.1
S -2.8531 0.3037 -1.8289 -0.1 0.7 0.3
C -1.0612 -2.5655 -1.4019 0.0 0.0 -0.5
C -0.1692 -3.7650 -1.7016 0.0 -0.3 0.7
S 0.9328 -4.2491 -0.3194 0.0 0.2 0.0
H -1.2122 -4.3926 0.8064 0.0 0.1 0.0
H 0.0486 -5.3213 1.5863 -0.1 0.0 0.0
H 1.1828 -3.1533 2.2591 0.0 0.0 0.1
H -0.2188 -3.6852 3.1766 0.0 0.0 0.0
H -2.3480 -2.6234 3.3190 0.0 0.0 0.0
H -2.7840 -2.4083 1.6216 0.0 0.0 0.0
H -3.2381 -0.6010 3.9362 0.0 0.0 0.0
H -4.1138 -0.6851 2.4127 0.0 0.0 0.1
H -2.7303 2.0561 0.2350 -0.2 -0.2 0.5
H -4.2330 1.4575 0.9087 0.0 0.1 0.1
H -3.9318 -0.7484 0.1118 -0.1 0.0 -0.1
H -2.2118 -0.6986 0.2850 -0.8 -0.3 0.1
H -1.7946 -2.8184 -0.6296 -0.1 0.0 0.0
H -0.4042 -1.7965 -0.9528 -0.1 0.1 -0.1
H 0.5106 -3.5338 -2.5184 0.0 0.0 0.0
H -0.7753 -4.6177 -2.0011 0.0 0.0 0.0
C -1.6870 -2.1901 -2.6745 0.6 -0.4 -0.2
C -1.8590 -2.4870 -3.8489 -0.1 -0.3 0.0
C -2.0941 -2.8483 -5.1803 -0.1 0.2 -0.1
C -3.4523 -3.2591 -5.5181 0.0 0.0 0.1
C -3.7483 -4.2459 -6.4783 0.0 0.1 -0.1
C -5.0480 -4.6593 -6.7241 0.0 0.0 0.0
C -6.1165 -4.1207 -6.0181 0.0 0.0 0.0
C -5.8465 -3.1573 -5.0505 0.0 0.0 0.0
C -4.5519 -2.7360 -4.8068 0.0 0.0 0.0
C -0.9987 -2.7947 -6.1151 0.0 0.1 0.0
C 0.3382 -2.6321 -5.6747 0.0 0.0 0.0
C 1.4033 -2.5582 -6.5519 0.0 0.0 0.0
C 1.2112 -2.6299 -7.9286 0.0 0.0 0.0
C -0.0949 -2.7532 -8.3915 0.0 0.0 0.0
C -1.1672 -2.8260 -7.5206 0.0 -0.1 0.0
H -2.9366 -4.7108 -7.0230 0.0 0.0 0.0
H -5.2259 -5.4257 -7.4713 0.0 0.0 0.0
H -7.1312 -4.4476 -6.2103 0.0 0.0 0.0
H -6.6605 -2.7186 -4.4832 0.0 0.0 0.0
H -4.3623 -1.9809 -4.0521 0.0 0.0 0.0
H 0.5203 -2.5434 -4.6105 0.0 0.0 0.0
H 2.4059 -2.4412 -6.1529 0.0 0.0 0.0
H 2.0466 -2.5746 -8.6151 0.0 0.0 0.0
H -0.2865 -2.7801 -9.4594 0.0 0.0 0.0
H -2.1662 -2.8847 -7.9306 0.0 0.0 0.0
C 0.5131 4.9048 0.5605 0.0 0.0 0.0
C -0.0304 3.9672 1.6478 0.0 0.0 0.0
O -0.4896 2.8010 1.1508 0.3 -0.3 -0.5
C -1.1842 4.7019 2.3841 0.0 0.0 0.0
F -0.9186 6.0026 2.6302 0.0 0.0 0.0
F -2.2961 4.6740 1.6334 0.0 0.0 0.0
F -1.4878 4.1370 3.5644 0.0 0.0 0.0
C 1.1019 3.6757 2.6670 0.0 0.0 0.0
F 1.3751 4.7232 3.4724 0.0 0.0 0.0
F 2.2516 3.3787 2.0198 0.0 0.0 0.0
F 0.8297 2.6299 3.4540 0.0 0.0 0.0
H -0.3116 5.1767 -0.0974 0.0 0.0 0.0
H 1.2552 4.3598 -0.0185 0.0 0.0 0.0
H 0.9641 5.8109 0.9642 0.0 0.0 0.0
```
Positions in Å, forces in eV/Å.

For the gap between HOMO and LUMO, the calculation gives 0.138 hartree. Its lowest unoccupied orbital energy is 1.53 eV. The highest occupied orbital energy comes out at -2.225 eV. As for the net charge: -1.

natural (NBO) population analysis, charges in e, atoms 1 to 4: 1.767 -0.555 -0.536 0.148

***

Record 2
ORCA calculation (the ωB97M-V functional and the def2-TZVPD basis) on C27H29FeN7S as an isolated structure.

The geometry in XYZ format:
```
65
Properties=species:S:1:pos:R:3:forces:R:3
Fe 0.2397 0.0929 0.4430 0.2 0.4 0.4
C 1.4668 1.7763 2.4630 -0.1 0.0 -0.1
C 0.2051 2.5387 2.1437 0.0 0.0 0.0
N -0.7543 1.6100 1.4734 0.0 -0.2 0.0
C -1.7222 2.3639 0.6337 0.0 0.0 0.0
C -1.0505 2.8570 -0.6450 0.0 0.0 0.0
S 0.2899 1.7451 -1.1852 0.0 0.0 0.0
C 1.8053 2.6466 -0.6986 0.0 0.1 0.0
C 2.6652 1.8422 0.2630 0.0 0.0 0.0
N 1.8806 1.0245 1.2413 0.0 0.1 -0.2
H 1.2774 1.0520 3.2540 0.0 0.0 0.0
H 2.2682 2.4346 2.8001 0.0 0.0 0.0
H 0.4064 3.3666 1.4686 0.0 0.0 0.0
H -0.2484 2.9617 3.0406 0.0 0.0 0.0
H -1.2933 1.1498 2.2050 0.0 0.0 0.0
H -2.1215 3.2086 1.1997 0.0 0.0 0.0
H -2.5543 1.7040 0.4042 0.0 0.0 0.0
H -0.6168 3.8509 -0.5478 0.0 0.0 0.0
H -1.7668 2.9032 -1.4638 0.0 0.0 0.0
H 1.5084 3.6134 -0.2993 0.0 0.0 0.0
H 2.3640 2.8402 -1.6140 0.0 0.0 0.0
H 3.3321 2.5159 0.8049 0.0 0.0 0.0
H 3.2945 1.1487 -0.2912 0.0 0.0 0.0
H 2.5241 0.2963 1.5386 0.0 0.0 0.0
C 0.7709 -2.0955 4.1384 0.0 0.0 0.0
C -0.5480 -2.3852 4.4578 0.0 0.0 0.0
C -1.5446 -2.0296 3.5645 0.0 0.0 0.0
C -1.2049 -1.3982 2.3770 0.0 -0.1 0.0
N 0.0741 -1.0975 2.0760 0.0 0.2 0.0
C 1.0324 -1.4471 2.9501 0.0 0.0 0.0
C -2.1842 -1.0695 1.3216 0.0 0.0 0.0
C -3.5426 -1.2247 1.4989 0.0 0.0 0.0
C -4.3865 -0.9616 0.4287 0.0 0.0 0.0
C -3.8295 -0.6245 -0.7849 0.0 -0.1 -0.1
C -2.4456 -0.4900 -0.9220 -0.1 0.0 0.1
N -1.6426 -0.6408 0.1541 0.3 -0.1 -0.3
C -1.8757 -0.2646 -2.2757 0.0 0.0 -0.1
C -2.6094 0.3752 -3.2706 0.0 0.1 0.1
C -2.0949 0.4190 -4.5586 0.0 0.0 0.0
C -0.8823 -0.1967 -4.8089 0.0 0.0 0.0
C -0.2104 -0.7841 -3.7439 0.0 0.0 0.0
N -0.6753 -0.8055 -2.4983 -0.1 -0.2 0.0
H 1.5869 -2.3666 4.7936 0.0 0.0 0.0
H -0.7964 -2.8885 5.3830 0.0 0.0 0.0
H -2.5742 -2.2656 3.7865 0.0 0.0 0.0
H 2.0560 -1.2106 2.6931 0.0 0.0 0.0
H -3.9491 -1.5566 2.4421 0.0 0.0 0.0
H -5.4586 -1.0622 0.5346 0.0 0.0 0.0
H -4.4655 -0.5111 -1.6491 0.0 0.0 -0.1
H -3.5584 0.8484 -3.0615 0.0 0.0 0.0
H -2.6418 0.9138 -5.3498 0.0 0.0 0.0
H -0.4566 -0.2250 -5.8023 0.0 0.0 0.0
H 0.7439 -1.2694 -3.9153 0.0 0.0 0.0
N 4.0439 -0.5266 -4.5188 0.0 0.0 0.0
C 3.6634 -1.0056 -3.5476 0.1 0.0 0.0
C 3.1425 -1.5264 -2.3147 0.0 0.0 0.0
C 3.5569 -2.7353 -1.7653 0.0 0.0 0.0
C 2.9467 -3.1491 -0.5937 0.0 0.0 0.0
C 1.9825 -2.3491 -0.0103 -0.1 -0.1 -0.1
N 1.6038 -1.1594 -0.5158 -0.4 -0.1 0.3
C 2.1654 -0.7834 -1.6698 0.1 0.1 0.1
H 4.3158 -3.3338 -2.2524 0.0 0.0 0.0
H 3.1996 -4.0958 -0.1373 0.0 0.0 0.0
H 1.4619 -2.6972 0.8651 0.0 0.0 0.1
H 1.8308 0.1329 -2.1301 0.0 0.0 0.0
```
Positions in Å, forces in eV/Å.

Its spin multiplicity is 2. For the gap between HOMO and LUMO (alpha / beta), the calculation gives 0.275 / 0.264 hartree. The calculation puts the energy relative to the best compared isomer or geometry (same formula, charge and spin) at 0.00 kJ/mol. Its lowest unoccupied orbital energy (alpha / beta) is -9.98 / -10.28 eV. Its expectation value of S² is 0.779. The highest occupied orbital energy (alpha / beta) comes out at -17.459 / -17.454 eV. As for the net charge: +3.

natural (NBO) population analysis, charges in e, atoms 1 to 4: 1.125 -0.238 -0.249 -0.572

***

Record 3
ORCA calculation (the ωB97M-V functional and the def2-TZVPD basis) on C27H29IrN6O2S4 as an isolated structure.

The geometry in XYZ format:
```
69
Properties=species:S:1:pos:R:3:forces:R:3
Ir 1.0460 0.1019 -0.5059 -0.9 -0.4 -0.4
C -4.7500 -1.2938 0.9675 0.0 0.0 0.1
C -4.3871 -1.8165 -0.4137 0.1 0.0 0.0
N -2.9656 -2.1956 -0.5593 -0.1 -0.2 0.1
C -2.6778 -3.6369 -0.5207 0.0 0.1 0.0
C -2.6871 -4.1932 0.8933 0.0 0.0 0.0
C -2.0389 -1.2494 -0.6885 -0.2 0.4 -0.2
S -0.3880 -1.8074 -0.9282 0.5 0.1 0.6
N -2.5192 -0.0010 -0.6796 0.0 -0.4 0.0
C -1.8584 1.1380 -0.6834 0.6 -0.1 -0.1
O -0.5973 1.2985 -0.6369 -0.2 0.4 -0.1
C -2.6668 2.3820 -0.7306 0.0 -0.1 0.0
C -2.0333 3.6217 -0.7239 0.0 0.1 0.0
C -2.7861 4.7837 -0.7761 0.0 0.0 0.0
C -4.1722 4.7112 -0.8352 0.0 0.0 0.0
C -4.8068 3.4761 -0.8367 0.0 0.0 0.0
C -4.0560 2.3132 -0.7844 -0.1 0.1 0.0
H -5.7873 -0.9561 0.9637 0.0 0.0 0.0
H -4.1171 -0.4499 1.2379 0.0 0.0 0.0
H -4.6510 -2.0653 1.7305 0.0 0.0 0.0
H -4.6061 -1.0642 -1.1672 0.0 0.0 0.0
H -4.9620 -2.7112 -0.6466 0.0 0.0 0.0
H -1.7144 -3.8173 -0.9841 0.0 0.0 -0.1
H -3.4321 -4.1267 -1.1363 0.0 0.0 0.0
H -1.9329 -3.6949 1.5041 0.0 0.0 0.0
H -2.4610 -5.2594 0.8681 0.0 0.0 0.0
H -3.6594 -4.0688 1.3696 0.0 0.0 0.0
H -0.9540 3.6672 -0.6813 0.0 0.0 0.0
H -2.2930 5.7465 -0.7756 0.0 0.0 0.0
H -4.7593 5.6193 -0.8824 0.0 0.0 0.0
H -5.8864 3.4203 -0.8806 0.0 0.0 0.0
H -4.5369 1.3456 -0.7833 0.0 0.0 0.0
S 1.1341 0.1312 1.8712 0.2 0.0 0.7
C 2.7199 -0.4689 1.9448 0.2 -0.4 0.6
N 3.3790 -0.8788 3.0465 -0.2 0.2 -0.6
N 3.0306 -0.5374 4.2468 -0.3 0.2 0.5
C 2.5405 0.6844 4.7895 0.2 -0.4 -0.3
C 2.7356 1.9032 4.1545 0.0 0.1 -0.1
C 2.2352 3.0495 4.7458 0.0 0.0 0.0
C 1.5603 2.9795 5.9592 0.0 0.0 0.0
C 1.4158 1.7593 6.6073 0.0 0.0 0.0
C 1.9168 0.6074 6.0281 -0.2 -0.1 0.1
N 3.4831 -0.7466 0.8289 0.2 -0.1 0.1
N 2.9318 -0.5499 -0.2871 0.6 0.6 -0.8
C 3.8628 -0.6019 -1.4066 -0.6 -0.3 0.4
C 3.3224 -0.5885 -2.6814 -0.1 0.0 -0.3
C 4.1590 -0.5870 -3.7859 -0.1 0.0 0.0
C 5.5330 -0.6093 -3.6054 0.1 0.0 0.0
C 6.0677 -0.6366 -2.3209 0.0 0.0 0.0
C 5.2363 -0.6351 -1.2143 0.2 0.0 0.1
H 3.2717 -1.2501 4.9276 0.1 0.1 0.0
H 3.3002 1.9620 3.2354 0.0 0.0 -0.1
H 2.3842 4.0050 4.2618 0.0 0.0 0.0
H 1.1646 3.8796 6.4096 0.0 0.0 0.0
H 0.9153 1.7044 7.5641 0.0 0.0 0.0
H 1.8049 -0.3516 6.5212 0.0 0.0 0.0
H 2.2452 -0.5817 -2.8126 0.0 0.0 0.0
H 3.7320 -0.5713 -4.7803 0.0 0.0 0.0
H 6.1905 -0.6080 -4.4647 0.0 0.0 0.0
H 7.1397 -0.6572 -2.1800 0.0 0.0 0.0
H 5.6403 -0.6510 -0.2127 0.0 0.0 0.0
C 0.7844 -2.4279 -4.8756 0.1 0.1 0.0
O 1.1423 -1.1434 -5.4322 -0.1 0.0 0.0
C 0.5835 -0.0637 -4.9353 0.1 -0.3 0.0
S 0.9238 1.4548 -5.4946 0.1 0.2 -0.1
S -0.5190 0.0290 -3.6860 0.0 0.2 -0.1
H 0.9072 -3.1413 -5.6829 0.0 0.0 0.0
H -0.2425 -2.4210 -4.5195 0.0 0.0 0.0
H 1.4651 -2.6585 -4.0581 0.0 0.0 0.0
```
Positions in Å, forces in eV/Å.

Its spin multiplicity is 6. For the gap between HOMO and LUMO (alpha / beta), the calculation gives 0.201 / 0.193 hartree. The calculation puts the energy relative to the best compared isomer or geometry (same formula, charge and spin) at 135.20 kJ/mol. Its lowest unoccupied orbital energy (alpha / beta) is -4.25 / -5.55 eV. Its expectation value of S² is 8.808. The highest occupied orbital energy (alpha / beta) comes out at -9.711 / -10.799 eV. As for the net charge: +1.

natural (NBO) population analysis, charges in e, atoms 1 to 4: 0.970 -0.621 -0.213 -0.362

***

Record 4
ORCA calculation (the ωB97M-V functional and the def2-TZVPD basis) on the molecule C27H29N3O5.

The geometry in XYZ format:
```
64
Properties=species:S:1:pos:R:3:forces:R:3
O -0.3970 -0.8652 2.9371 0.1 -0.2 0.2
C -0.6450 -0.3391 1.8790 -0.1 0.5 -0.1
N -1.7943 -0.5090 1.1957 -0.5 0.0 -0.3
C -2.7008 -1.6010 1.4985 -0.1 -0.3 0.4
C -2.4769 -2.7746 0.5382 0.2 0.2 0.0
C -2.9699 -2.4581 -0.8709 -0.2 -0.3 0.2
C -4.4398 -2.0513 -0.8492 0.1 0.3 -0.2
C -4.6465 -0.8377 0.0515 -0.1 -0.3 0.1
C -4.1553 -1.1272 1.4684 0.1 0.1 -0.1
C 0.2697 0.7436 1.2627 0.5 -0.2 0.3
C 1.6231 0.7556 1.8937 -0.1 -0.8 0.2
C 2.4451 -0.2492 2.3033 -0.5 0.4 -0.2
C 3.6435 0.3754 2.7261 0.0 0.6 0.0
C 3.4649 1.7074 2.5300 0.6 -0.5 0.3
O 2.2452 1.9540 2.0193 -0.4 0.4 -0.1
N 0.4364 0.5857 -0.1894 -0.2 0.3 0.3
C 0.4027 1.8229 -0.9499 -0.1 0.1 -0.3
C -0.9982 2.3744 -0.9275 -0.1 0.2 0.1
C -1.3274 3.5560 -0.2749 -0.1 -0.2 -0.2
C -2.6511 3.9649 -0.2469 0.0 -0.1 0.0
C -3.6017 3.1648 -0.8627 0.0 0.3 0.2
N -3.3003 2.0408 -1.4907 -0.3 -0.3 -0.3
C -2.0361 1.6648 -1.5259 0.3 0.2 0.0
C 0.7772 -0.6451 -0.6305 0.0 0.0 -0.5
O 0.6338 -1.6342 0.0583 0.2 -0.2 0.0
C 1.3778 -0.7606 -2.0480 0.0 -0.6 0.1
C 2.0677 -2.1239 -2.1798 -0.5 0.1 -0.4
O 3.1039 -2.2614 -1.2382 0.3 0.1 0.2
C 3.8118 -1.1248 -0.9840 0.1 0.1 -0.1
C 4.9328 -1.2135 -0.1661 -0.1 0.0 -0.1
C 5.6926 -0.0920 0.0991 0.1 -0.1 -0.1
C 5.3478 1.1325 -0.4503 0.0 0.1 0.0
C 4.2253 1.2382 -1.2485 -0.1 -0.1 0.0
C 3.4544 0.1164 -1.5129 0.0 -0.1 0.1
O 2.3239 0.2591 -2.2971 0.3 0.1 -0.1
H -1.8906 -0.0903 0.2838 0.2 0.1 0.1
H -2.4369 -1.9142 2.5141 -0.1 0.0 -0.2
H -3.0128 -3.6448 0.9212 0.0 -0.1 0.0
H -1.4109 -3.0068 0.5203 0.0 -0.1 0.1
H -2.8349 -3.3354 -1.5071 0.1 0.1 -0.1
H -2.3720 -1.6504 -1.3007 0.1 0.1 -0.1
H -4.7795 -1.8217 -1.8611 -0.1 -0.1 0.0
H -5.0364 -2.8867 -0.4754 -0.1 -0.1 0.0
H -5.7074 -0.5812 0.0853 0.0 0.1 0.0
H -4.1206 0.0223 -0.3673 -0.1 0.0 0.0
H -4.2556 -0.2347 2.0892 0.0 0.0 0.1
H -4.7744 -1.9125 1.9066 -0.1 0.0 0.1
H -0.2145 1.7110 1.4347 0.0 -0.1 0.0
H 2.2080 -1.2916 2.3117 -0.1 -0.2 0.0
H 4.5135 -0.1067 3.1206 0.2 0.0 0.1
H 4.0991 2.5534 2.7058 0.0 0.2 0.0
H 0.7101 1.6370 -1.9779 0.0 0.1 0.2
H 1.1044 2.5367 -0.5038 0.0 0.0 -0.1
H -0.5573 4.1466 0.2019 0.1 0.0 0.1
H -2.9387 4.8784 0.2492 -0.1 0.1 0.0
H -4.6503 3.4283 -0.8568 -0.1 0.1 0.1
H -1.8358 0.7449 -2.0641 0.1 -0.1 0.0
H 0.5980 -0.6597 -2.8112 0.1 0.0 0.1
H 2.4704 -2.2105 -3.1990 -0.1 0.0 0.1
H 1.3662 -2.9363 -1.9842 0.1 0.1 -0.1
H 5.1844 -2.1774 0.2452 0.0 -0.1 0.1
H 6.5612 -0.1739 0.7336 0.1 0.0 0.1
H 5.9460 2.0075 -0.2497 0.1 0.1 0.0
H 3.9282 2.1803 -1.6823 -0.1 0.1 -0.1
```
Positions in Å, forces in eV/Å.

For the gap between HOMO and LUMO, the calculation gives 0.317 hartree. As for the SMILES: O=C(NC1CCCCC1)[C@@H](c1ccco1)N(Cc1cccnc1)C(=O)[C@@H]1COc2ccccc2O1. The calculation puts the energy relative to the best compared isomer or geometry (same formula, charge and spin) at 101.30 kJ/mol. Its lowest unoccupied orbital energy is 0.49 eV. The highest occupied orbital energy comes out at -8.143 eV.

natural (NBO) population analysis, charges in e, atoms 1 to 4: -0.612 0.722 -0.644 -0.044

***

Number 1: E -90999.941 eV. Number 2: E -84098.998 eV. Number 3: E -87674.677 eV. Number 4: E -43177.692 eV.